# C3H5NOS

One molecule with the formula C3H5NOS at a distorted geometry (ωB97M-V/def2-TZVPD, the Open Molecules 2025 dataset).

ORCA input file:
```
! wB97M-V def2-TZVPD RIJCOSX def2/J DEFGRID3
* xyz 0 1
C -0.41683 -2.14305 -0.33325
C 0.51116 0.01786 0.77787
C -0.32426 -0.50259 -0.39675
N -0.64429 -3.29830 -0.22469
O 0.25611 -0.15942 -1.66743
S -2.07317 0.07621 -0.17757
H -0.09764 0.74005 1.41099
H 0.70991 -0.86502 1.26300
H 1.46178 0.60861 0.45971
H -0.26149 -0.46195 -2.42733
H -2.48512 -0.26706 -1.51926
*
```

Summary:
- ΔE to the lowest compared entry with this formula, charge and spin: 49.5 kcal per mole
- Structure (SMILES): C[C@](O)(S)C#N
- Calculated total energy: -17563.1200 eV
- Highest occupied orbital energy: -10.02 eV
- Kohn-Sham gap: 10.329 eV

***

# C3H5NOS2

One molecule with the formula C3H5NOS2 at a distorted geometry (ωB97M-V/def2-TZVPD, the Open Molecules 2025 dataset).

ORCA input file:
```
! wB97M-V def2-TZVPD RIJCOSX def2/J DEFGRID3
* xyz 0 1
C 0.06512 2.80460 0.48984
C 0.45971 -1.03057 0.66616
C -0.76187 -1.98286 -1.18150
H -0.49025 3.51241 1.03991
H 0.65541 3.16575 -0.41271
H 0.24358 -0.82660 1.73833
H 1.18575 -1.77207 0.49132
H 0.26435 -1.86738 -1.60821
N 0.10762 1.57511 0.75150
O -0.78206 -1.51874 0.10978
S 1.06766 0.50055 -0.07867
S -2.01503 -2.56019 -2.00574
*
```

Summary:
- ΔE to the lowest compared entry with this formula, charge and spin: 52.3 kcal per mole
- Structure (SMILES): C=NSCOC=S
- Calculated total energy: -28397.9626 eV
- Highest occupied orbital energy: -8.92 eV
- Kohn-Sham gap: 9.142 eV

***

# C3H5NS

One molecule with the formula C3H5NS at a distorted geometry (ωB97M-V/def2-TZVPD, the Open Molecules 2025 dataset).

ORCA input file:
```
! wB97M-V def2-TZVPD RIJCOSX def2/J DEFGRID3
* xyz 0 1
C 1.40344 -0.70229 -0.29767
C -0.50802 0.99818 -0.22512
C -1.03397 -0.35543 0.27870
H 1.43591 -1.74918 -0.21626
H -0.05611 1.66095 0.64489
H -1.15585 1.51343 -0.95207
H -0.88533 -0.51837 1.35611
H -2.03955 -0.82329 0.06165
N 0.10737 -0.26981 -0.65174
S 2.73210 0.24582 0.00152
*
```

Summary:
- ΔE to the lowest compared entry with this formula, charge and spin: 40.8 kcal per mole
- Structure (SMILES): S=CN1CC1
- Calculated total energy: -15515.1042 eV
- Highest occupied orbital energy: -8.78 eV
- Kohn-Sham gap: 8.881 eV

***

# C3H5NS

One molecule with the formula C3H5NS at a distorted geometry (ωB97M-V/def2-TZVPD, the Open Molecules 2025 dataset).

ORCA input file:
```
! wB97M-V def2-TZVPD RIJCOSX def2/J DEFGRID3
* xyz 0 1
C -0.19043 -1.06573 0.17956
C 0.50156 0.21679 0.54476
C 0.04582 1.24620 -0.55098
H -0.70975 -1.44035 1.12375
H 0.55311 -1.76970 -0.20830
H 0.06953 0.50407 1.52325
H 1.58038 0.06441 0.64848
H 0.46015 2.17357 -0.85334
N -0.80459 0.87171 -1.35236
S -1.50579 -0.80098 -1.05482
*
```

Summary:
- ΔE to the lowest compared entry with this formula, charge and spin: 18.6 kcal per mole
- Structure (SMILES): C1=NSCC1
- Calculated total energy: -15516.0646 eV
- Highest occupied orbital energy: -8.70 eV
- Kohn-Sham gap: 9.622 eV